[1]
{"formula": "C11H21N5O2P", "method": "ωB97M-V/def2-TZVPD", "total_charge": 1, "homo_energy_ev": -11.94, "gap_ev": 8.31, "smiles": "CNCn1c([PH2]=N)c[n+](N=C(C)C)c1CCOC=O", "lumo_energy_ev": -3.63, "energy_ev": -32571.5837, "species": ["P", "O", "O", "N", "N", "N", "N", "N", "C", "C", "C", "C", "C", "C", "C", "C", "C", "C", "C", "H", "H", "H", "H", "H", "H", "H", "H", "H", "H", "H", "H", "H", "H", "H", "H", "H", "H", "H", "H", "H"], "positions_angstrom": [[3.299142, 0.691695, -1.667968], [-2.398097, -2.788252, 0.256532], [-4.645507, -2.732412, 0.593360], [-1.272347, 2.414611, -0.073919], [0.596069, -0.347883, -1.179932], [-0.367905, 1.419909, -0.544669], [1.937035, -2.209857, -0.649880], [4.212084, 1.340442, -0.581881], [-0.589487, 0.143888, -0.791357], [0.927117, 1.800903, -0.790487], [-1.904575, -0.536042, -0.650278], [-0.747944, 1.731563, 2.207270], [0.880981, -1.759513, -1.532698], [-3.714169, -2.867908, -0.155272], [-2.032523, -1.445310, 0.605431], [-0.921218, 2.794156, 1.127542], [-0.648383, 4.228496, 1.463365], [1.416127, -2.793512, 0.583463], [1.521519, 0.650985, -1.203567], [1.247760, -1.772248, -2.560275], [2.190592, -3.250939, 1.197719], [-1.473843, 0.930382, 2.077364], [0.246957, 1.280192, 2.060882], [2.549525, -2.848372, -1.140746], [-0.121346, 4.676980, 0.619884], [3.323806, 1.472284, -2.848278], [0.001142, 4.233987, 2.342184], [-3.929419, -3.035123, -1.226650], [4.933945, 0.698952, -0.274610], [-0.786299, 2.161244, 3.207263], [-2.842278, -1.070086, 1.238833], [0.993344, -1.976810, 1.183629], [-2.196222, -1.050055, -1.568866], [-0.029119, -2.357907, -1.413777], [0.606106, -3.519558, 0.419610], [-1.546751, 4.816901, 1.676764], [-1.107102, -1.514519, 1.172913], [-2.639851, 0.269905, -0.538682], [1.381779, 2.768454, -0.671303], [3.690432, -0.623776, -1.992590]], "forces_ev_per_angstrom": [[1.320, -0.014, 0.707], [-0.007, 0.208, -0.861], [1.188, 0.022, -0.489], [1.496, 1.706, -0.760], [-0.635, -0.929, -0.509], [-1.681, 1.232, 1.430], [-0.190, -0.381, -0.302], [-0.386, -0.127, -0.216], [0.222, -0.390, -0.188], [0.061, -1.539, -0.373], [-0.295, 0.480, 0.443], [1.259, 0.278, -0.666], [0.966, 0.064, 0.450], [-1.661, 0.110, 0.830], [-0.618, -0.364, -0.037], [-0.661, -1.234, 0.491], [-0.659, -0.178, 0.001], [-0.363, 0.368, 0.385], [1.329, 0.573, -0.426], [-0.254, -0.091, 0.019], [0.094, 0.048, -0.267], [-0.110, 0.191, 0.084], [-0.081, 0.037, 0.361], [-0.049, -0.043, 0.054], [-0.209, 0.053, 0.050], [-0.553, -0.423, 0.004], [-0.182, 0.105, -0.018], [0.760, -0.263, 0.152], [-0.028, 0.167, 0.294], [-0.047, -0.062, -0.095], [0.326, 0.151, 0.114], [0.115, -0.145, 0.011], [0.305, -0.152, 0.114], [-0.115, 0.311, -0.207], [0.193, -0.020, -0.064], [0.094, -0.037, 0.011], [-0.079, 0.015, -0.038], [0.162, -0.015, -0.115], [-0.448, 0.163, 0.112], [-0.578, 0.128, -0.485]], "nbo_charge": [1.32, -0.55, -0.50, -0.36, -0.30, -0.15, -0.63, -1.29, 0.44, -0.04, -0.52, -0.72, -0.05, 0.63, -0.07, 0.47, -0.70, -0.42, -0.18, 0.22, 0.24, 0.23, 0.25, 0.38, 0.25, -0.04, 0.25, 0.14, 0.39, 0.26, 0.22, 0.18, 0.26, 0.21, 0.19, 0.28, 0.21, 0.27, 0.27, -0.03]}

---

[2]
{"formula": "C11H21N7O7P2PtS", "method": "ωB97M-V/def2-TZVPD", "total_charge": 2, "homo_energy_ev": [-14.52, -15.00], "multiplicity": 5, "gap_ev": [7.66, 6.06], "lumo_energy_ev": [-6.86, -8.93], "relative_energy_kj_mol": 0.0, "energy_ev": -69160.3811, "species": ["Pt", "S", "P", "P", "O", "O", "O", "O", "O", "O", "O", "N", "N", "N", "N", "N", "N", "N", "C", "C", "C", "C", "C", "C", "C", "C", "C", "C", "C", "H", "H", "H", "H", "H", "H", "H", "H", "H", "H", "H", "H", "H", "H", "H", "H", "H", "H", "H", "H", "H"], "positions_angstrom": [[0.575889, 0.698437, 0.051352], [2.195433, 1.648816, -1.620397], [0.242268, -1.979764, 0.759673], [0.044565, -1.900910, -2.162259], [-0.050982, -3.122416, 1.830096], [0.948397, -2.559531, -3.290962], [-1.416125, -2.065606, -2.389452], [0.586340, -0.518983, -1.838135], [1.499394, -1.195059, 1.048952], [-0.861132, 2.207594, -0.679981], [-0.950244, -1.067380, 0.536536], [-0.709501, -4.033988, -0.749856], [4.650952, 2.481470, -1.076744], [-0.245742, 1.308606, 2.056198], [3.345865, 2.212989, 0.754963], [-2.356284, 3.168644, -2.029396], [-2.320258, 0.874599, -1.855050], [2.178067, 1.835724, 1.200574], [1.780511, -3.731143, -0.771911], [-3.366571, 0.698681, -2.850332], [-1.818028, 2.055590, -1.507065], [3.462440, 2.126962, -0.618503], [-1.502985, 1.111736, 2.405428], [0.262858, 2.054394, 4.278558], [-1.949650, 1.369916, 3.705258], [-1.059150, 1.834159, 4.652320], [1.947966, 2.060356, 2.471076], [0.630208, 1.785160, 2.968580], [0.431555, -3.029866, -0.732654], [2.718787, 2.504140, 3.092193], [5.366034, 2.792671, -0.435362], [-1.382299, 2.035456, 5.664133], [0.730067, -2.308362, -4.200201], [0.147294, -2.915614, 2.754321], [-0.448392, -4.859897, -1.291950], [1.843654, -4.396579, -1.633279], [-1.499797, -3.548313, -1.240998], [-4.283673, 1.206912, -2.548829], [1.963334, -4.298829, 0.141410], [4.853606, 2.466588, -2.063678], [2.568110, -2.986810, -0.872030], [-2.988715, 1.201767, 3.950214], [-1.989300, 4.055962, -1.734661], [-3.049741, 1.059313, -3.830839], [0.991112, 2.438056, 4.979699], [-3.571623, -0.363497, -2.929985], [-0.979217, -4.337249, 0.188921], [-2.165538, 0.733865, 1.639810], [-3.144186, 3.149449, -2.651305], [-1.855573, 0.041781, -1.524449]], "forces_ev_per_angstrom": [[-0.073, -0.156, -0.077], [0.141, 0.132, 0.079], [-0.046, 0.071, 0.061], [-0.036, -0.038, 0.010], [0.031, 0.039, 0.047], [0.006, 0.065, -0.074], [-0.026, 0.057, -0.009], [-0.029, -0.003, 0.082], [0.039, -0.073, -0.075], [0.003, -0.101, -0.062], [0.092, 0.048, 0.076], [-0.131, 0.129, -0.063], [-0.068, -0.011, 0.107], [-0.052, -0.010, 0.000], [-0.080, 0.012, 0.281], [-0.044, -0.017, -0.022], [0.026, -0.011, 0.004], [0.119, 0.043, -0.145], [0.016, -0.021, 0.013], [0.002, -0.005, -0.017], [0.074, 0.130, 0.063], [-0.124, -0.091, -0.371], [0.022, 0.034, -0.027], [-0.037, 0.009, -0.015], [-0.008, 0.014, 0.003], [0.024, 0.008, -0.005], [-0.087, 0.002, 0.098], [0.066, 0.002, -0.045], [-0.013, 0.065, -0.009], [0.033, -0.018, -0.014], [-0.003, 0.000, 0.021], [-0.003, 0.000, 0.007], [-0.005, -0.050, 0.078], [-0.024, -0.040, -0.073], [-0.023, 0.024, -0.035], [0.005, 0.010, -0.012], [0.141, -0.112, 0.080], [-0.006, -0.021, -0.002], [-0.008, -0.011, 0.000], [0.004, 0.001, -0.007], [0.004, -0.003, 0.016], [-0.007, -0.001, -0.005], [0.013, -0.006, -0.002], [-0.009, 0.013, 0.008], [0.016, -0.002, 0.004], [0.002, -0.020, -0.005], [0.024, -0.007, -0.001], [0.006, -0.026, 0.000], [0.004, 0.001, 0.003], [0.028, -0.053, 0.029]], "mulliken_spin": [1.76, 0.58, -0.02, 0.01, 0.00, 0.01, 0.00, 0.10, 0.11, 0.13, 0.14, 0.00, 0.05, 0.21, 0.55, 0.00, 0.00, 0.03, 0.00, 0.00, 0.01, -0.10, -0.01, 0.09, 0.09, -0.03, 0.21, 0.03, 0.01, -0.01, 0.00, 0.00, 0.00, 0.00, 0.00, 0.00, 0.00, 0.00, 0.00, 0.00, 0.00, 0.00, 0.00, 0.00, 0.00, 0.00, 0.00, 0.01, 0.00, 0.01]}

---

[3]
{"formula": "C11H21NaO10", "method": "ωB97M-V/def2-TZVPD", "total_charge": 0, "homo_energy_ev": -6.15, "gap_ev": 6.22, "lumo_energy_ev": 0.07, "relative_energy_kj_mol": 0.0, "energy_ev": -36637.5951, "species": ["Na", "O", "O", "O", "O", "O", "O", "O", "O", "O", "O", "C", "C", "C", "C", "C", "C", "C", "C", "C", "C", "C", "H", "H", "H", "H", "H", "H", "H", "H", "H", "H", "H", "H", "H", "H", "H", "H", "H", "H", "H", "H", "H"], "positions_angstrom": [[1.064125, 0.320314, -0.695829], [-1.725437, 0.342489, -0.253214], [-0.216132, -0.629131, -2.824327], [-1.599310, 2.168292, 1.035952], [1.842235, -1.205763, 3.503094], [-1.259295, -1.094213, -4.757900], [0.724377, -0.297864, -4.930334], [-2.429742, 0.284825, 1.863639], [0.533653, -2.262989, 2.143414], [3.063918, -0.758738, -1.370379], [1.027583, 0.032615, 1.791508], [-1.877890, 0.882777, 0.769239], [2.871302, -0.254434, 3.763317], [3.921640, -1.337723, -0.441488], [1.118015, -1.000703, 2.419462], [-0.244338, -2.418446, 0.936477], [-2.759068, 1.305629, 2.825998], [2.012492, 0.080976, -4.450936], [-2.468268, -1.572198, -4.125028], [-0.260269, -0.632206, -4.063195], [-2.140329, 2.639605, 2.245082], [-3.069930, 3.738365, 1.891863], [3.331179, -1.807231, 0.345283], [-2.457715, 1.230988, 3.870840], [-2.998103, -2.220960, -4.822508], [4.574988, -2.038356, -0.961459], [-0.403609, -3.466984, 0.684912], [-2.222660, -2.221476, -3.284665], [-2.627671, 4.722416, 1.736499], [2.287962, 0.645039, 3.960238], [0.436496, -2.062542, 0.163246], [3.668152, -0.207177, 3.021096], [4.564136, -0.601273, 0.041160], [-3.824010, 3.866274, 2.668457], [2.448137, -0.672739, -3.795013], [-1.126886, -1.783436, 0.859201], [1.782706, 0.967538, -3.859909], [3.519755, -0.391853, 4.628594], [-1.356263, 3.000995, 2.910460], [-3.444576, 3.629213, 0.874104], [2.683198, 0.373157, -5.258943], [-3.840841, 1.438727, 2.838501], [-3.123708, -0.731797, -3.896513]], "forces_ev_per_angstrom": [[0.524, -0.681, -0.517], [0.857, -0.925, -1.956], [0.218, 0.625, -2.004], [1.224, -0.173, -1.298], [0.763, -0.982, 0.289], [-1.375, -0.407, -1.229], [-1.351, -0.775, -0.336], [0.168, 0.702, 0.867], [0.174, 2.092, 0.779], [-0.839, 0.654, 0.244], [-0.358, -0.771, -0.015], [-0.865, 0.956, 2.675], [0.023, 1.452, 0.366], [-0.980, 0.886, -1.238], [-0.639, -2.486, -0.863], [1.397, 1.250, -0.954], [-0.786, 1.893, -0.476], [-0.410, 0.774, 1.491], [0.396, -0.211, 0.030], [1.832, -0.374, 2.148], [0.151, -1.251, 0.507], [-0.774, 1.306, -0.271], [0.177, -0.733, 0.588], [0.498, -1.104, -0.327], [0.354, 0.274, -0.416], [0.290, -0.606, 0.336], [-0.142, 0.083, 0.786], [-0.002, 0.533, 0.307], [0.712, -0.032, 0.658], [0.866, 0.628, -0.433], [-0.122, -0.069, -0.514], [-0.815, 0.253, -0.911], [0.466, 0.305, 0.373], [-0.331, -0.042, -0.301], [0.034, -0.006, 0.030], [-0.133, -0.364, 0.529], [0.730, 0.148, 0.269], [-1.009, -1.140, 0.629], [0.262, -0.156, -0.183], [-0.782, -0.764, 0.284], [-0.499, -0.354, -0.239], [-0.129, -0.325, -0.081], [0.224, -0.082, 0.380]], "nbo_charge": [0.94, -0.58, -0.70, -0.50, -0.48, -0.49, -0.50, -0.49, -0.51, -1.06, -0.69, 0.99, -0.28, -0.22, 1.02, -0.27, -0.10, -0.26, -0.25, 1.00, 0.07, -0.65, 0.10, 0.20, 0.20, 0.13, 0.21, 0.20, 0.23, 0.19, 0.18, 0.21, 0.10, 0.22, 0.25, 0.20, 0.17, 0.21, 0.19, 0.24, 0.20, 0.19, 0.19]}